A 6-piece molecular cluster, H10IO5 overall in a non-equilibrium geometry. Source: OMol25; level of theory: ωB97M-V with the def2-TZVPD basis set.

Relative energy (zero: lowest compared OMol25 entry of this formula, charge and spin)   21.0 kcal per mole
Charge   -1
Kohn-Sham gap   8.51 eV

Cartesian coordinates (Å):
1 I 0.34 -0.37 -0.43
2 O -0.74 1.35 -3.37
3 H 0.03 1.74 -3.88
4 H -0.53 1.20 -2.51
5 O 2.10 -0.50 2.61
6 H 1.73 -0.54 1.79
7 H 1.68 0.27 3.06
8 O 1.69 2.81 0.34
9 H 1.25 1.90 0.24
10 H 1.48 3.22 1.22
11 O -0.86 -2.03 2.49
12 H -0.70 -1.51 1.64
13 H -0.52 -2.97 2.41
14 O -2.48 -1.58 -2.24
15 H -1.51 -1.51 -1.98
16 H -2.95 -1.48 -1.40


H10IO5Zn as an isolated structure in a non-equilibrium geometry. Source: OMol25; level of theory: ωB97M-V with the def2-TZVPD basis set.

2S+1   2
Relative energy (zero: lowest compared OMol25 entry of this formula, charge and spin)   0.0 kcal per mole
⟨S²⟩   0.7527
Charge   +2
Kohn-Sham gap (spin up / spin down)   10.92 / 6.77 eV

Cartesian coordinates (Å):
1 Zn -0.40 -0.17 0.10
2 I -3.24 -0.48 0.73
3 O 0.38 -1.21 1.54
4 H 1.25 -1.62 1.61
5 H 0.09 -1.12 2.45
6 O 1.62 0.28 -0.44
7 H 2.41 -0.01 0.01
8 H 1.92 0.55 -1.30
9 O -0.25 -1.70 -1.20
10 H -0.96 -2.31 -1.37
11 H 0.41 -1.90 -1.86
12 O -0.79 1.24 -1.35
13 H -1.35 2.02 -1.34
14 H -0.76 0.98 -2.27
15 O -0.22 1.53 1.32
16 H 0.18 2.37 1.10
17 H -0.29 1.55 2.27


| no. | molar mass (g/mol) |
| --- | --- |
| 1 | 216.98 |
| 2 | 282.37 |